3 unconnected molecules or ions with the total composition C6H16N2O at a distorted geometry, computed with ωB97M-V/def2-TZVPD.

```
25
Properties=species:S:1:pos:R:3:forces:R:3:mulliken_charge:R:1
C -1.1026 -1.2580 -0.0741 -0.5 -1.4 0.0 -0.468
C 0.6357 -0.1682 -1.6011 0.4 0.5 0.8 -0.468
C -2.2425 -0.4496 -0.4577 0.2 2.6 0.6 -0.869
C 1.8603 -1.0630 -1.7228 0.0 0.1 -0.2 -0.911
N -0.9491 -2.5172 -0.4866 0.3 1.4 0.2 -0.272
H -0.5514 -0.9378 0.8000 0.4 0.0 0.0 0.636
H -1.3879 -2.8162 -1.3450 -0.1 0.0 0.1 0.275
H -0.1404 -3.0376 -0.1857 0.0 0.0 0.0 0.286
H -0.1805 -0.5292 -2.2254 -0.2 0.0 0.2 0.287
H 0.8456 0.8427 -1.9644 0.1 0.0 -0.1 0.393
H -1.9795 0.6788 -0.0478 -0.1 -2.2 -1.3 0.319
H -3.0809 -0.6321 0.2158 0.0 -0.5 0.1 0.423
H -2.5566 -0.5947 -1.4902 0.0 0.2 0.0 0.354
H 2.6741 -0.6909 -1.0979 0.0 0.0 0.0 0.263
H 1.6420 -2.0834 -1.3932 0.0 -0.1 0.0 0.182
H 2.2278 -1.1287 -2.7501 0.0 -0.1 0.0 0.327
C 0.4465 2.6104 2.6074 0.1 0.1 0.0 -1.090
C 0.0318 1.6070 1.5389 -0.2 0.0 -0.3 0.702
N 0.9126 0.7863 0.9973 0.2 0.0 0.4 -0.631
O -1.1823 1.6124 1.1829 0.3 0.2 0.5 -0.832
H 1.8685 0.9474 1.2880 -0.1 0.1 0.3 0.099
H 0.6001 0.1681 -0.3930 -0.6 -0.6 -1.2 0.114
H 0.4623 3.6106 2.1701 -0.1 0.0 0.0 0.250
H -0.2909 2.6182 3.4100 0.0 0.0 0.0 0.278
H 1.4373 2.4246 3.0245 0.0 -0.1 0.0 0.355
```
Forces are in eV/Å.

The calculation puts the electronic energy at -422.85043 Eh.


2 unconnected molecules or ions with the total composition C2H2ClN2O2 at a distorted geometry, computed with ωB97M-V/def2-TZVPD.

```
9
Properties=species:S:1:pos:R:3:forces:R:3:mulliken_charge:R:1
C -0.0688 -1.3796 -0.0338 -1.5 0.5 0.5 0.091
C 1.9456 0.4007 -0.2444 -0.2 3.0 0.0 0.772
N -1.3383 0.6520 0.1068 -1.8 3.0 0.2 -0.393
N -0.7128 -0.4326 0.1513 1.6 -2.4 -0.6 0.285
O 1.6381 1.5099 -0.3577 -0.1 -0.1 -0.2 -0.351
O 2.1907 -0.6949 -0.0596 0.9 -2.6 0.2 -0.370
Cl -3.0625 0.7554 0.0816 0.6 -0.6 0.0 0.073
H 0.3784 -2.3627 -0.0987 0.0 0.3 0.1 0.520
H -0.9704 1.5518 0.4546 0.5 -1.1 -0.1 0.372
```
Forces are in eV/Å.

The calculation puts the electronic energy at -797.19994 Eh. As for the net charge: +1.


For the records above, the corresponding ΔE to the lowest compared entry with this formula, charge and spin values read 85.5 0.0 kcal per mole.
For the records above, the corresponding E_LUMO values read 0.05 -5.61 eV.